1.
An isolated molecule of C23H31N3O2, computed with ωB97M-V with the def2-TZVPD basis set.

```
59
C23H31N3O2 (ωB97M-V with the def2-TZVPD basis set)
C 5.1118 3.4546 -0.6944
C 3.8206 2.8219 -1.2134
N 3.4284 1.6899 -0.4189
C 2.5619 1.7244 0.6387
C 2.4747 0.5010 1.2401
C 1.5793 0.1196 2.3791
N 0.2276 -0.2761 1.9943
C -0.5479 0.7928 1.4048
C -1.9848 0.3155 1.2623
N -2.0763 -0.8449 0.3868
C -3.4804 -1.2480 0.2626
C -4.2995 -0.1743 -0.3698
C -4.3382 0.2892 -1.6502
C -5.3076 1.3235 -1.6669
C -5.7937 1.4184 -0.3977
C -6.8282 2.3007 0.2048
O -5.1811 0.5113 0.3970
C -1.2252 -1.9257 0.8933
C -1.1956 -3.1513 -0.0373
C -0.7479 -2.8496 -1.4734
O -1.5511 -1.9085 -2.1336
C 0.2045 -1.4069 1.0901
C 3.3543 -0.3603 0.5139
C 3.7135 -1.7028 0.6355
C 4.6227 -2.2284 -0.2532
C 5.1859 -1.4446 -1.2639
C 4.8568 -0.1145 -1.4059
C 3.9391 0.4250 -0.5114
H 5.3900 4.3024 -1.3147
H 5.9195 2.7269 -0.7103
H 4.9785 3.7972 0.3292
H 3.0102 3.5560 -1.1896
H 3.9565 2.4943 -2.2486
H 2.0585 2.6388 0.8936
H 2.0165 -0.7218 2.9236
H 1.4774 0.9610 3.0710
H -0.5194 1.6617 2.0665
H -0.1605 1.0888 0.4138
H -2.5921 1.1141 0.8311
H -2.3768 0.0779 2.2663
H -3.5322 -2.1297 -0.3767
H -3.9146 -1.4895 1.2477
H -3.7552 -0.0696 -2.4731
H -5.6044 1.9125 -2.5107
H -7.2149 2.9782 -0.5503
H -7.6491 1.7065 0.6050
H -6.4050 2.8814 1.0238
H -1.5970 -2.2576 1.8829
H -2.1789 -3.6225 -0.0641
H -0.5004 -3.8776 0.3882
H -0.8048 -3.7678 -2.0667
H 0.3022 -2.5203 -1.4719
H -1.6656 -1.1582 -1.5250
H 0.8065 -2.2093 1.5210
H 0.6328 -1.1358 0.1122
H 3.2889 -2.3164 1.4163
H 4.9125 -3.2660 -0.1733
H 5.8961 -1.8926 -1.9433
H 5.3010 0.4847 -2.1871
```

Values from the calculation:
**SMILES string**: CCn1cc(CN2CCN(Cc3ccc(C)o3)[C@@H](CCO)C2)c2ccccc21
**Relative energy (zero: lowest compared OMol25 entry of this formula, charge and spin)**: 200.2 kJ/mol
**E_LUMO**: 0.8 eV
**Multiplicity**: 1



2.
A cluster of 7 separate species, C37H81NO26PS6 in total in a non-equilibrium geometry, computed with ωB97M-V with the def2-TZVPD basis set.

```
152
C37H81NO26PS6 (ωB97M-V with the def2-TZVPD basis set)
C -5.4402 10.6885 3.9841
C -6.4612 9.5123 3.4065
O -6.2081 8.1878 4.0227
C -5.0090 7.5455 3.4546
C -3.8658 7.1929 4.6195
O -2.7443 8.1431 4.4584
C -1.5005 7.6211 5.0476
C -0.5060 6.9113 3.9078
O -0.1645 7.8879 2.8549
C 1.1031 7.5517 2.1880
C 0.9365 6.3147 1.0944
C -0.4738 5.5465 0.7454
N -0.6121 4.3812 -0.2444
C -2.0032 3.8204 -0.4338
C -2.7225 3.2506 0.9219
C -1.7067 2.6680 2.0669
C -2.6880 1.9646 3.2248
C -0.6925 1.4822 1.5672
C 0.6395 3.8962 -1.0063
C 0.5375 2.6803 -2.1020
P 1.9213 2.7044 -3.4434
O 1.2642 2.0073 -4.7391
O 2.3781 4.3144 -3.9522
O 3.2846 1.7250 -2.9476
C 2.1480 4.5662 -0.7501
C 2.3002 5.8254 0.3191
C 3.8012 6.4796 0.4954
O 4.0443 7.6198 -0.1932
O 4.8993 5.9055 1.2893
H -6.0554 11.3272 4.7820
H -5.1157 11.3599 3.0724
H -4.4572 10.2364 4.4794
H -6.3943 9.4893 2.2213
H -7.5716 9.8338 3.6927
H -5.2873 6.5428 2.8755
H -4.4930 8.2780 2.6714
H -3.4625 6.0990 4.5169
H -4.4093 7.2755 5.6542
H -0.8640 8.5004 5.5205
H -1.7592 6.8825 5.9203
H -1.1234 5.9875 3.4998
H 0.4122 6.5010 4.5108
H 1.8631 7.1367 3.0083
H 1.6612 8.4939 1.7163
H -1.4614 5.9094 1.3071
H -2.6770 4.7314 -0.8098
H -2.1019 2.9932 -1.2554
H -3.4069 2.3362 0.5799
H -3.4838 4.0659 1.3354
H -1.1906 3.5792 2.5906
H -3.7636 2.4555 3.0690
H -2.8198 0.8125 2.9567
H -2.3145 2.1539 4.3171
H -1.2154 0.4578 1.3141
H 0.0302 1.2519 2.4888
H 0.0101 1.7649 0.6758
H -0.4826 2.8284 -2.7042
H 0.4841 1.6046 -1.6333
H 3.1280 4.1522 -4.6244
H 2.8769 0.9092 -2.5269
H 3.1276 4.2001 -1.2856
H 4.6021 5.1198 1.8367
O 2.8919 -1.3769 -4.6853
S 2.0379 -1.7769 -5.7828
O 1.3044 -3.0270 -5.7670
O 2.8825 -1.6785 -7.1734
C 4.0899 -2.4204 -7.2873
C 3.8196 -3.9053 -7.4492
C 0.8833 -0.4712 -6.1113
H 4.7422 -2.2276 -6.4286
H 4.6122 -2.0544 -8.1775
H 3.3518 -4.3229 -6.5535
H 4.7491 -4.4544 -7.6252
H 3.1347 -4.0835 -8.2844
H 1.4184 0.4780 -6.1591
H 0.1600 -0.4536 -5.2929
H 0.3710 -0.6797 -7.0525
O -0.8468 -2.5261 2.6451
S 0.3736 -3.0829 2.1024
O 1.3495 -2.2630 1.4122
O -0.0001 -4.3613 1.1628
C -0.8939 -4.1648 0.0747
C -0.2317 -3.4065 -1.0615
C 1.2163 -3.9685 3.3873
H -1.8046 -3.6579 0.4117
H -1.1904 -5.1561 -0.2839
H 0.0257 -2.3874 -0.7608
H -0.8980 -3.3394 -1.9264
H 0.6982 -3.8991 -1.3631
H 0.5065 -4.6175 3.9016
H 1.6259 -3.2335 4.0839
H 2.0276 -4.5492 2.9440
O 0.5993 -8.9677 0.4416
S 1.4375 -7.9989 -0.2313
O 0.8820 -6.9599 -1.0757
O 2.5976 -8.7883 -1.0606
C 2.2027 -9.7495 -2.0307
C 1.6358 -9.0877 -3.2737
C 2.4875 -7.2228 0.9690
H 1.4891 -10.4602 -1.5998
H 3.0972 -10.3179 -2.3065
H 0.7054 -8.5583 -3.0515
H 1.4190 -9.8304 -4.0470
H 2.3398 -8.3504 -3.6727
H 2.9425 -7.9893 1.5976
H 1.8657 -6.5604 1.5756
H 3.2499 -6.6397 0.4488
O -8.0748 3.2584 2.0083
S -7.4749 3.2052 3.3241
O -6.1913 2.5732 3.5562
O -8.5606 2.5962 4.3763
C -9.1137 1.3132 4.1134
C -8.1060 0.2075 4.3712
C -7.3999 4.8502 3.9828
H -9.5026 1.2642 3.0905
H -9.9656 1.1831 4.7890
H -7.2659 0.2664 3.6740
H -8.5679 -0.7770 4.2524
H -7.6936 0.2899 5.3819
H -8.3671 5.3359 3.8475
H -6.6271 5.3930 3.4339
H -7.1332 4.7966 5.0401
O 5.4371 -4.2455 -10.0215
S 5.4278 -4.6079 -11.4224
O 5.3720 -5.9898 -11.8563
O 6.6762 -3.8711 -12.1678
C 7.9910 -4.1060 -11.6807
C 8.4787 -5.4981 -12.0395
C 4.1152 -3.7295 -12.2293
H 8.0366 -3.9366 -10.5994
H 8.6476 -3.3665 -12.1510
H 7.8844 -6.2674 -11.5392
H 9.5214 -5.6359 -11.7387
H 8.3908 -5.6714 -13.1168
H 4.1564 -2.6782 -11.9418
H 3.1706 -4.1710 -11.9036
H 4.2235 -3.8445 -13.3095
O 1.4224 -4.9422 6.2764
S 2.0223 -4.9954 7.5921
O 3.3059 -5.6274 7.8243
O 0.9366 -5.6044 8.6444
C 0.3835 -6.8874 8.3815
C 1.3911 -7.9931 8.6393
C 2.0972 -3.3504 8.2509
H -0.0055 -6.9364 7.3586
H -0.4685 -7.0175 9.0571
H 2.2312 -7.9342 7.9421
H 0.9293 -8.9776 8.5205
H 1.8036 -7.9107 9.6500
H 1.1301 -2.8647 8.1156
H 2.8701 -2.8076 7.7019
H 2.3639 -3.4039 9.3082
```

Values from the calculation:
**Total charge**: +1
**E_LUMO**: -5.1 eV
**Multiplicity**: 1



3.
A cluster of 2 separate species, C11H12NO2 in total in a non-equilibrium geometry, computed with ωB97M-V with the def2-TZVPD basis set.

```
26
C11H12NO2 (ωB97M-V with the def2-TZVPD basis set)
C -1.4858 1.6253 2.6289
C -0.0889 1.1394 0.5382
C -0.3712 -1.0405 0.2575
C -0.9325 0.7535 1.5412
C -1.1190 -0.6649 1.3923
C -0.3929 -2.3567 -0.2284
C -1.2382 -3.2552 0.4016
C -1.9230 -1.6103 2.0525
C -1.9452 -2.8995 1.5613
N 0.2689 0.0599 -0.2210
H 0.7852 0.1605 -1.1082
H 0.3752 2.0613 0.2372
H 0.3393 -2.6701 -0.9627
H -2.0068 1.0523 3.3946
H -2.1345 2.4404 2.3123
H -1.4843 -4.1683 -0.1142
H -2.3798 -1.2860 2.9790
H -2.6038 -3.6471 2.0039
H -0.6677 2.0935 3.1792
C 3.0919 1.9796 -3.5899
C 2.2007 1.4311 -2.4673
O 2.3739 1.9186 -1.3278
O 1.3768 0.5423 -2.8028
H 2.7893 2.9721 -3.9399
H 3.0516 1.3229 -4.4585
H 4.1210 2.0457 -3.2591
```

Values from the calculation:
**Relative energy (zero: lowest compared OMol25 entry of this formula, charge and spin)**: 12.5 kJ/mol
**Total charge**: -1
**E_LUMO**: 3.5 eV
**Multiplicity**: 1